# 1
The following is a quantum chemistry calculation of a cluster of 2 separate species, C2H7NO2 in total at a distorted geometry, from the OMol25 dataset.

Structure (ORCA input):
```
! wB97M-V def2-TZVPD RIJCOSX def2/J DEFGRID3
* xyz 0 1
C -0.830 -1.299 -0.301
N -0.322 -0.181 -0.482
C -0.537 0.943 0.361
H -0.472 -2.198 -0.866
H -1.588 -1.544 0.445
H 0.446 1.150 0.948
H -1.063 1.772 -0.132
H -1.376 0.601 1.103
O 2.685 0.415 -0.707
O 2.566 0.129 0.722
H 1.896 1.050 -0.788
H 3.413 -0.498 0.844
*
```

Its orbital gap is 10.17 eV. The value obtained for the energy above the lowest of the compared OMol25 structures with the same formula, charge and spin is 538.27 kJ/mol. The total energy comes out at -285.4668 a.u. The highest occupied orbital energy comes out at -9.2 eV. Its LUMO energy is 0.92 eV. Its SMILES is C=NC.OO.



# 2
The following is a quantum chemistry calculation of a cluster of 2 separate species, C2H7NO2 in total at a distorted geometry, from the OMol25 dataset.

Structure (ORCA input):
```
! wB97M-V def2-TZVPD RIJCOSX def2/J DEFGRID3
* xyz 1 2
C -2.763 -0.930 -1.816
O -1.776 -0.137 -1.193
H -3.324 -0.211 -2.424
H -3.469 -1.261 -1.017
H -2.455 -1.852 -2.313
H -1.429 -0.448 -0.364
C 1.632 0.630 1.526
N 0.918 0.361 0.365
O 2.860 0.345 1.563
H 0.959 1.198 2.213
H 1.496 -0.108 -0.320
H -0.092 0.287 0.451
*
```

Its orbital gap (alpha / beta) is 8.21 / 3.75 eV. The value obtained for the energy above the lowest of the compared OMol25 structures with the same formula, charge and spin is 244.12 kJ/mol. The total energy comes out at -285.2254 a.u. The highest occupied orbital energy (alpha / beta) comes out at -14.1 / -14.1 eV. Its LUMO energy (alpha / beta) is -5.85 / -10.31 eV.



# 3
The following is a quantum chemistry calculation of an isolated molecule of C2H7NO2S at a distorted geometry, from the OMol25 dataset.

Structure (ORCA input):
```
! wB97M-V def2-TZVPD RIJCOSX def2/J DEFGRID3
* xyz 0 1
C 2.117 -0.436 -1.500
N 1.334 -0.342 -0.309
S -0.311 0.031 -0.436
C -1.280 -1.504 0.250
O -2.583 -1.133 0.198
O -1.062 -2.622 -0.417
H 1.985 0.496 -2.091
H 3.240 -0.655 -1.241
H 1.723 -1.247 -2.245
H 1.818 -0.369 0.622
H -0.782 -1.722 1.246
H -2.708 -0.190 0.437
H -1.689 -2.529 -1.102
*
```

Its orbital gap is 8.87 eV. The value obtained for the energy above the lowest of the compared OMol25 structures with the same formula, charge and spin is 209.69 kJ/mol. The total energy comes out at -683.7660 a.u. The highest occupied orbital energy comes out at -8.2 eV. Its LUMO energy is 0.69 eV. Its SMILES is CNSC(O)O.



# 4
The following is a quantum chemistry calculation of an isolated molecule of C2H7NO2S at a distorted geometry, from the OMol25 dataset.

Structure (ORCA input):
```
! wB97M-V def2-TZVPD RIJCOSX def2/J DEFGRID3
* xyz 0 1
C 0.313 0.037 2.168
C 0.136 -0.595 0.728
N -0.069 0.366 -2.809
O -1.759 0.595 -0.910
O 0.880 0.016 -0.236
S -0.464 1.036 -1.427
H -0.675 -0.010 2.647
H 1.077 -0.377 2.832
H 0.437 1.035 1.989
H -0.951 -0.588 0.431
H 0.668 -1.615 0.751
H -0.449 -0.496 -3.204
H 0.857 0.596 -2.960
*
```

Its orbital gap (alpha / beta) is 9.63 / 9.62 eV. The value obtained for the energy above the lowest of the compared OMol25 structures with the same formula, charge and spin is 293.47 kJ/mol. The total energy comes out at -683.7341 a.u. The highest occupied orbital energy (alpha / beta) comes out at -9.1 / -9.1 eV. Its LUMO energy (alpha / beta) is 0.56 / 0.56 eV.



# 5
The following is a quantum chemistry calculation of a cluster of 2 separate species, C2H7NO3 in total at a distorted geometry, from the OMol25 dataset.

Structure (ORCA input):
```
! wB97M-V def2-TZVPD RIJCOSX def2/J DEFGRID3
* xyz 0 1
C 0.981 -0.749 1.034
N 2.240 -0.712 0.275
C 2.584 0.456 -0.337
O 1.822 1.332 -0.662
O 3.948 0.643 -0.199
H 0.424 0.058 0.586
H 1.263 -0.712 2.091
H 0.425 -1.642 0.785
H 2.981 -1.326 0.551
H 4.212 1.274 -0.866
O -7.272 0.337 -1.275
H -7.060 0.212 -0.335
H -6.548 0.829 -1.648
*
```

Its orbital gap is 10.79 eV. The value obtained for the energy above the lowest of the compared OMol25 structures with the same formula, charge and spin is 55.05 kJ/mol. The total energy comes out at -360.8927 a.u. The highest occupied orbital energy comes out at -10.0 eV. Its LUMO energy is 0.76 eV. Its SMILES is CNC(=O)O.O.



# 6
The following is a quantum chemistry calculation of a cluster of 2 separate species, C2H7NO3 in total at a distorted geometry, from the OMol25 dataset.

Structure (ORCA input):
```
! wB97M-V def2-TZVPD RIJCOSX def2/J DEFGRID3
* xyz 0 1
N 0.000 0.000 0.000
C 0.337 -1.358 -0.362
O -0.370 -2.221 0.517
C -0.456 -3.451 0.012
O -1.271 -4.281 0.481
H 0.314 0.209 0.954
H 0.477 0.674 -0.610
H 0.175 -1.567 -1.437
H 1.364 -1.683 -0.107
H 0.014 -3.593 -0.981
O -3.813 -6.250 -1.389
H -3.784 -5.382 -0.926
H -3.013 -6.252 -1.962
*
```

Its orbital gap is 10.92 eV. The value obtained for the energy above the lowest of the compared OMol25 structures with the same formula, charge and spin is 173.25 kJ/mol. The total energy comes out at -360.8477 a.u. The highest occupied orbital energy comes out at -10.4 eV. Its LUMO energy is 0.57 eV. Its SMILES is NCOC=O.O.



# 7
The following is a quantum chemistry calculation of a cluster of 2 separate species, C2H7NO3 in total at a distorted geometry, from the OMol25 dataset.

Structure (ORCA input):
```
! wB97M-V def2-TZVPD RIJCOSX def2/J DEFGRID3
* xyz 1 2
C -0.433 1.850 0.981
N 0.615 1.871 -0.078
C 0.409 2.558 -1.235
O -0.819 2.615 -1.758
O 1.308 3.198 -1.761
H -0.848 2.822 1.239
H -1.291 1.288 0.591
H -0.048 1.214 1.770
H 1.522 1.852 0.377
H -1.323 1.863 -1.416
H 0.434 -6.583 -0.145
H 0.312 -7.156 1.181
O 0.162 -7.391 0.255
*
```

Its orbital gap (alpha / beta) is 9.07 / 3.27 eV. The value obtained for the energy above the lowest of the compared OMol25 structures with the same formula, charge and spin is 124.08 kJ/mol. The total energy comes out at -360.5157 a.u. The highest occupied orbital energy (alpha / beta) comes out at -13.2 / -13.2 eV. Its LUMO energy (alpha / beta) is -4.18 / -9.97 eV.



# 8
The following is a quantum chemistry calculation of a cluster of 3 separate species, C2H7NO4 in total at a distorted geometry, from the OMol25 dataset.

Structure (ORCA input):
```
! wB97M-V def2-TZVPD RIJCOSX def2/J DEFGRID3
* xyz 0 1
O 0.110 -1.085 1.425
C -0.734 -0.850 0.587
N -0.808 0.296 -0.158
C -1.792 0.452 -1.145
O -2.732 -0.278 -1.286
H -1.615 -1.476 0.428
H -0.045 0.979 -0.275
H -1.539 1.262 -1.844
O 2.857 -0.498 0.602
H 1.998 -0.944 0.734
H 3.468 -0.960 1.196
O 1.544 1.784 -0.248
H 2.025 1.515 0.548
H 1.785 1.058 -0.838
*
```

Its orbital gap is 11.00 eV. The value obtained for the energy above the lowest of the compared OMol25 structures with the same formula, charge and spin is 30.20 kJ/mol. The total energy comes out at -436.1420 a.u. The highest occupied orbital energy comes out at -10.4 eV. Its LUMO energy is 0.57 eV. Its SMILES is O=CNC=O.O.O.



# 9
The following is a quantum chemistry calculation of a cluster of 2 separate species, C2H7NOS in total, from the OMol25 dataset.

Structure (ORCA input):
```
! wB97M-V def2-TZVPD RIJCOSX def2/J DEFGRID3
* xyz 0 1
C -1.434 -0.519 1.382
C 0.012 -0.370 0.926
O 0.155 -0.465 -0.472
H -1.496 -0.414 2.462
H -2.057 0.243 0.918
H -1.818 -1.499 1.104
H 0.638 -1.128 1.424
H 0.399 0.618 1.189
H -0.259 -1.281 -0.774
N 2.011 2.020 -2.951
S 2.758 0.692 -2.688
H 1.090 2.103 -2.521
*
```

Its orbital gap (alpha / beta) is 7.43 / 7.43 eV. The value obtained for the energy above the lowest of the compared OMol25 structures with the same formula, charge and spin is 264.34 kJ/mol. The total energy comes out at -608.4965 a.u. The highest occupied orbital energy (alpha / beta) comes out at -8.3 / -8.3 eV. Its LUMO energy (alpha / beta) is -0.87 / -0.87 eV. Its SMILES is CCO.N=S.



# 10
The following is a quantum chemistry calculation of a cluster of 2 separate species, C2H7NOS in total, from the OMol25 dataset.

Structure (ORCA input):
```
! wB97M-V def2-TZVPD RIJCOSX def2/J DEFGRID3
* xyz 0 1
N 0.672 -2.080 -0.591
C 1.645 -1.458 0.153
O 2.720 -1.148 -0.297
H -0.257 -2.107 -0.205
H 0.970 -2.710 -1.315
H 1.346 -1.222 1.185
C -1.054 2.187 0.403
S -2.327 1.144 -0.363
H -0.179 2.177 -0.244
H -1.350 3.220 0.538
H -0.734 1.831 1.375
H -1.453 0.167 -0.639
*
```

Its orbital gap is 9.91 eV. The value obtained for the energy above the lowest of the compared OMol25 structures with the same formula, charge and spin is 58.26 kJ/mol. The total energy comes out at -608.5750 a.u. The highest occupied orbital energy comes out at -9.2 eV. Its LUMO energy is 0.66 eV. Its SMILES is NC=O.CS.



Repeat the ninth record exactly.
The following is a quantum chemistry calculation of a cluster of 2 separate species, C2H7NOS in total, from the OMol25 dataset.

Structure (ORCA input):
```
! wB97M-V def2-TZVPD RIJCOSX def2/J DEFGRID3
* xyz 0 1
C -1.434 -0.519 1.382
C 0.012 -0.370 0.926
O 0.155 -0.465 -0.472
H -1.496 -0.414 2.462
H -2.057 0.243 0.918
H -1.818 -1.499 1.104
H 0.638 -1.128 1.424
H 0.399 0.618 1.189
H -0.259 -1.281 -0.774
N 2.011 2.020 -2.951
S 2.758 0.692 -2.688
H 1.090 2.103 -2.521
*
```

Its orbital gap (alpha / beta) is 7.43 / 7.43 eV. The value obtained for the energy above the lowest of the compared OMol25 structures with the same formula, charge and spin is 264.34 kJ/mol. The total energy comes out at -608.4965 a.u. The highest occupied orbital energy (alpha / beta) comes out at -8.3 / -8.3 eV. Its LUMO energy (alpha / beta) is -0.87 / -0.87 eV. Its SMILES is CCO.N=S.



Question: Look up the energy above the lowest of the compared OMol25 structures with the same formula, charge and spin of the second one.
Answer: 244.12 kJ/mol



Question: energy above the lowest of the compared OMol25 structures with the same formula, charge and spin of number 5 (C2H7NO3)?
Answer: 55.05 kJ/mol